Entry 1:
Below is a molecular structure, C17H22Br3ClF3KN2O7 at a distorted geometry, with properties calculated with wB97M-V/def2-TZVPD.

Calculated values
HOMO = -4.9 eV

The geometry in XYZ format:
```
56
C17H22Br3ClF3KN2O7 wB97M-V/def2-TZVPD
O 3.3594 -3.4552 1.9106
N 2.7005 -2.5737 2.2197
O 3.2055 -1.3300 1.6328
C 2.1232 -0.4632 1.3095
C 1.0600 -1.1168 0.4504
N -0.1311 -1.4786 0.9510
C -1.0364 -2.0035 0.1450
O -2.1992 -2.3577 0.6050
C -0.8051 -2.1508 -1.2156
Br -2.2526 -2.7880 -2.1981
C 0.3803 -1.7800 -1.7225
C 0.5597 -1.8853 -3.1956
O 0.7430 -0.9097 -3.8676
O 0.4688 -3.1150 -3.6943
C 1.3636 -1.2363 -0.8737
C 2.6520 -0.7493 -1.4386
C 3.8089 -1.7790 -1.2935
C 4.3369 -2.2196 -2.6008
F 4.4888 -1.3043 -3.5750
C 4.7241 -3.4749 -2.8239
F 4.0231 -4.5039 -2.4424
F 5.8502 -3.7858 -3.4220
H 2.4888 0.3561 0.7141
H 1.7215 -0.0892 2.2628
H -0.3400 -1.3341 1.9231
H -2.3286 -2.1480 1.5372
H -0.1020 -3.0761 -4.4699
H 2.5047 -0.5177 -2.4833
H 2.9413 0.1658 -0.9367
H 3.5682 -2.6179 -0.6544
H 4.6414 -1.2566 -0.8236
C -4.1994 2.5442 0.7296
C -3.6339 2.6791 -0.6802
C -2.1831 2.2552 -0.4796
O -2.1652 1.3175 0.5724
C -3.4746 1.3261 1.2413
H -5.2796 2.4280 0.7676
H -3.9253 3.4294 1.3211
H -4.1319 1.9835 -1.3564
H -3.7313 3.6846 -1.0916
H -1.5796 3.1146 -0.1555
H -1.7413 1.8149 -1.3769
H -4.0261 0.4222 0.9758
H -3.3290 1.3417 2.3265
Br 1.0408 5.6942 3.0734
C -0.5350 4.6440 2.5790
C -0.6768 3.4181 3.4436
Br 0.6102 2.0375 2.9252
H -0.4341 4.4012 1.5323
H -1.3788 5.3176 2.7086
H -1.6594 2.9692 3.3067
H -0.5154 3.6190 4.4965
O -5.1525 -1.8990 0.6333
H -4.3818 -2.3731 0.3054
K 0.9238 4.5735 0.3492
Cl 1.0403 -3.7646 -0.0774
```

---

Entry 2:
Below is a gas-phase ion, C17H22BrClN3O2S (charge +1) at a distorted geometry, with properties calculated with wB97M-V/def2-TZVPD.

Calculated values
HOMO = -12.3 eV
Total charge = +1

The geometry in XYZ format:
```
47
C17H22BrClN3O2S wB97M-V/def2-TZVPD
O -1.8089 -5.6889 -0.8960
C -1.0697 -4.4222 -0.6383
C -1.2606 -3.3369 -1.8672
C -2.0820 -2.0050 -1.2767
C -1.6992 -0.6296 -2.0774
C -0.4072 0.1889 -1.5059
C -0.3273 1.8227 -1.6275
O -1.4582 2.6568 -1.1922
C 1.1483 2.0040 -0.9134
N 2.1021 3.1131 -1.3044
C 1.7334 4.3269 -0.7649
S 1.6646 5.7808 0.1640
N 1.3095 0.9645 0.0049
C 2.6247 0.8918 0.7644
C 3.8707 0.0444 0.1467
C 5.1698 0.1718 1.1179
C 5.0668 1.0061 2.4832
N 3.9556 1.7899 3.0902
C 2.8092 1.6817 2.1468
C 0.0843 0.0336 0.0457
Br 0.8337 -1.6928 0.7155
C -0.7740 0.6994 1.2717
C -2.3971 0.5024 1.1840
C -3.2158 1.5929 2.1529
Cl -4.9846 1.5714 1.4859
H -2.2037 -5.9627 -0.0006
H 0.0807 -4.6429 -0.5556
H -1.4831 -4.0208 0.3991
H -1.9301 -3.8448 -2.7108
H -0.2292 -3.0480 -2.3462
H -1.9767 -1.9431 -0.1061
H -3.2240 -2.2326 -1.5010
H -2.6012 0.1149 -2.1768
H -1.4285 -0.9554 -3.1937
H 0.5297 -0.1835 -2.1454
H -0.1650 1.9914 -2.7778
H -1.7765 3.2749 -1.9140
H 3.8225 -0.5612 -0.8533
H 6.1806 -0.3574 0.8194
H 6.0616 1.0121 3.1476
H 1.8510 2.3059 2.4975
H -0.5058 1.8466 1.4680
H -0.4193 0.1421 2.2657
H -2.6863 -0.5757 1.6027
H -2.8614 0.6395 0.1147
H -2.7167 2.6364 1.9720
H -3.2067 1.2965 3.2846
```

---

Entry 3:
Below is a molecular structure, C17H22BrI3KN3O2, with properties calculated with wB97M-V/def2-TZVPD.

Calculated values
HOMO = -8.6 eV

The geometry in XYZ format:
```
49
C17H22BrI3KN3O2 wB97M-V/def2-TZVPD
K -1.2755 0.2931 0.6096
I -3.9649 0.6869 3.2130
C -5.5159 -0.4734 2.3518
I -5.1204 -0.9693 0.3212
H -6.4291 0.1050 2.3743
H -5.6021 -1.3992 2.9033
N -0.5644 -2.3134 1.4895
C -0.0946 -2.3982 2.8824
C -0.2373 -1.0670 3.6141
C 0.7544 0.0022 3.1586
C 0.4496 1.3875 3.7182
N -0.7360 1.9820 3.0691
H -0.7711 -3.2444 1.1521
H 0.1528 -1.9329 0.8745
H 0.9462 -2.7380 2.9554
H -0.7107 -3.1389 3.3945
H -0.0823 -1.2401 4.6840
H -1.2641 -0.7160 3.4908
H 0.8124 0.0662 2.0692
H 1.7564 -0.2824 3.4943
H 1.3347 2.0209 3.6041
H 0.2464 1.3051 4.7889
H -0.4636 2.3128 2.1465
H -1.0131 2.8050 3.5912
Br 4.7167 -0.7195 -4.3967
C 3.9699 0.5870 -3.2278
C 4.4749 1.8748 -3.2594
C 3.9246 2.8308 -2.4133
C 2.8873 2.4911 -1.5576
C 2.3997 1.1906 -1.5376
C 2.9410 0.2264 -2.3768
C 1.2575 0.8176 -0.6211
O 0.8732 -0.3845 -0.6241
O 0.7246 1.7250 0.0713
H 5.2816 2.1265 -3.9338
H 4.3110 3.8416 -2.4316
H 2.4331 3.2146 -0.8948
H 2.5477 -0.7797 -2.3505
I -1.6449 2.4681 -2.7423
C -1.5743 0.3933 -3.0288
C -0.9435 -0.1249 -4.1477
C -0.8741 -1.5032 -4.2591
C -1.4270 -2.2945 -3.2631
C -2.0319 -1.6610 -2.1934
N -2.1172 -0.3335 -2.0650
H -0.5120 0.5254 -4.8937
H -0.3818 -1.9534 -5.1115
H -1.3801 -3.3728 -3.3100
H -2.4642 -2.2394 -1.3820
```

---

Entry 4:
Below is C17H22ClN3O6 in the gas phase, with properties calculated with wB97M-V/def2-TZVPD.

Calculated values
SMILES = COC(CNC(=O)C(=O)NC[C@@H]1OCCN1C(=O)c1ccc(Cl)cc1)OC
HOMO = -9.2 eV

The geometry in XYZ format:
```
49
C17H22ClN3O6 wB97M-V/def2-TZVPD
C 4.1263 4.8422 -1.3070
O 2.9709 4.0736 -1.5817
C 3.0207 2.7745 -1.0741
C 1.5882 2.2103 -1.1503
N 1.5377 0.8591 -0.6650
C 0.9712 0.5048 0.4940
O 0.3236 1.2313 1.2270
C 1.1660 -0.9826 0.7945
O 1.6973 -1.7311 -0.0121
N 0.7049 -1.3268 2.0000
C 0.6493 -2.6800 2.4764
C -0.6912 -3.4149 2.1279
O -0.4939 -4.4996 1.2762
C -0.5520 -3.9898 -0.0448
C -1.6618 -2.9301 0.0129
N -1.6170 -2.5502 1.4106
C -2.2167 -1.4994 2.0129
O -1.9988 -1.2214 3.1772
C -3.1496 -0.7173 1.1448
C -2.8500 0.6049 0.8378
C -3.7182 1.3520 0.0619
C -4.8967 0.7778 -0.3875
Cl -5.9859 1.7077 -1.3545
C -5.2188 -0.5321 -0.0677
C -4.3400 -1.2776 0.6966
O 3.9667 1.9690 -1.7265
C 3.7944 1.8346 -3.1272
H 4.2430 4.9897 -0.2281
H 3.9746 5.8011 -1.7969
H 5.0253 4.3600 -1.7010
H 3.3612 2.7716 -0.0246
H 1.2371 2.2616 -2.1841
H 0.9385 2.8200 -0.5200
H 2.1029 0.1509 -1.1191
H 0.2143 -0.6113 2.5263
H 1.4607 -3.2389 2.0018
H 0.7872 -2.6756 3.5569
H -1.1536 -3.7825 3.0510
H 0.4047 -3.5302 -0.3240
H -0.7745 -4.8216 -0.7108
H -2.6364 -3.3581 -0.2416
H -1.4616 -2.0774 -0.6396
H -1.9339 1.0468 1.2004
H -3.4858 2.3757 -0.1856
H -6.1475 -0.9599 -0.4112
H -4.5929 -2.2932 0.9632
H 3.0367 1.0824 -3.3680
H 4.7570 1.5105 -3.5182
H 3.5162 2.7897 -3.5791
```

---

Entry 5:
Below is C17H22ClNO4 in the gas phase at a distorted geometry, with properties calculated with wB97M-V/def2-TZVPD.

Calculated values
SMILES = CCC(CC)NC(=O)COC(=O)CCC(=O)c1ccc(Cl)cc1
HOMO = -9.2 eV

The geometry in XYZ format:
```
45
C17H22ClNO4 wB97M-V/def2-TZVPD
C -1.1188 -2.7750 -1.8431
C -2.1429 -3.0519 -0.9318
C -1.9514 -1.8467 0.2330
C -0.5220 -1.9320 1.2145
C -0.3940 -1.0545 2.2187
N -2.2348 -0.4892 -0.1967
C -3.1483 0.1950 0.3550
O -4.0980 0.0624 1.1552
C -3.2630 1.7821 -0.2744
O -2.0210 2.3709 0.1823
C -0.9551 2.2884 -0.2630
O -0.7274 1.5508 -1.3736
C 0.1825 3.0264 0.3925
C 1.3671 3.4711 -0.4961
C 2.6350 2.8037 -0.1834
O 3.4588 3.5846 0.5048
C 2.7621 1.4384 -0.0413
C 3.4991 0.7664 1.0499
C 3.6982 -0.4857 0.6844
C 3.1473 -1.4120 -0.0391
Cl 3.2368 -3.0414 -0.0330
C 2.3048 -1.0322 -1.0256
C 2.1739 0.6871 -1.0809
H -1.3112 -3.4581 -2.7326
H -0.9750 -1.6756 -2.3597
H -0.1180 -3.0924 -1.6268
H -2.1870 -3.9676 -0.3062
H -3.2674 -2.8395 -0.9964
H -2.7741 -1.9925 1.0706
H 0.1047 -1.6558 0.2348
H -0.3505 -3.1345 1.2141
H -1.1683 -1.3141 3.0758
H -0.5298 -0.1347 2.1475
H 0.5043 -1.0767 2.8176
H -1.5095 -0.1227 -0.9493
H -3.1353 1.5010 -1.3802
H -4.0037 2.3121 0.2503
H -0.1073 4.0805 0.6979
H 0.5943 2.6418 1.1716
H 1.1625 2.9241 -1.6388
H 1.5046 4.4373 -0.6621
H 4.0944 1.3831 1.6190
H 4.2703 -1.1471 1.5648
H 1.8627 -1.5015 -1.7067
H 1.4503 0.9263 -1.7132
```

---

Entry 6:
Below is a molecular structure, C17H22F6N4O5S6W, with properties calculated with wB97M-V/def2-TZVPD.

Calculated values
Expectation value of S² = 0.75
HOMO (spin up / spin down) = -10.0 / -9.8 eV
Spin multiplicity = 2
Total charge = +1

The geometry in XYZ format:
```
61
C17H22F6N4O5S6W wB97M-V/def2-TZVPD
W 0.0996 0.9542 0.0219
C -2.8240 0.4220 1.8250
C -1.8577 -0.3664 2.6925
S -0.1207 -0.1217 2.1764
C 0.5172 -1.8243 2.2331
C -0.2265 -2.8603 1.3981
S -0.2308 -2.4041 -0.3514
C -1.9644 -2.4421 -0.8349
C -2.9110 -1.4889 -0.1236
S -2.4916 0.2978 0.0414
H -3.8476 0.0884 1.9976
H -2.7876 1.4825 2.0607
H -1.9435 -0.0426 3.7288
H -2.0779 -1.4311 2.6661
H 1.5464 -1.7203 1.8856
H 0.5491 -2.1295 3.2800
H 0.2748 -3.8209 1.5198
H -1.2503 -3.0031 1.7408
H -1.9340 -2.2423 -1.9033
H -2.3653 -3.4498 -0.7124
H -3.8673 -1.4985 -0.6481
H -3.1047 -1.8477 0.8856
C 3.9206 4.5742 1.6426
C 3.2436 3.4751 2.4695
C 2.3308 2.6787 1.6653
N 1.5830 2.0677 1.0529
H 4.5308 5.1899 2.2996
H 3.1691 5.2020 1.1677
H 4.5688 4.1462 0.8788
H 2.6343 3.9095 3.2656
H 3.9631 2.7975 2.9318
F -2.6284 -1.0205 -3.8106
C -1.7021 -0.2608 -4.3949
F -0.7764 -1.0437 -4.9355
F -2.2569 0.4920 -5.3167
S -0.9889 0.8197 -3.0804
O -0.4065 -0.0889 -2.0674
O -2.0911 1.6091 -2.6272
N 0.1360 1.5945 -3.8538
S 0.7518 2.7798 -3.0102
O 1.9828 3.2261 -3.5638
O 0.7894 2.3979 -1.5885
C -0.4406 4.2310 -3.1523
F -1.2596 4.0128 -4.1707
F 0.2655 5.3228 -3.3781
F -1.1332 4.3658 -2.0396
O 1.8294 -0.0811 -0.4364
N 2.4930 -0.0099 -1.6168
C 2.3264 -0.9951 -2.5124
C 3.0384 -0.9767 -3.6891
C 3.9252 0.0614 -3.9351
C 4.0830 1.0556 -2.9843
C 3.3526 0.9973 -1.8192
H 1.6195 -1.7569 -2.2274
H 2.8896 -1.7735 -4.4029
H 4.4853 0.0956 -4.8590
H 4.7468 1.8921 -3.1425
H 3.3931 1.7334 -1.0325
S -1.1837 2.9342 0.8634
C -0.1081 4.2134 0.7786
N 0.6249 5.1068 0.7564
```

---

Entry 7:
Below is a molecular structure, C17H22N2O4S, with properties calculated with wB97M-V/def2-TZVPD.

Calculated values
HOMO = -9.2 eV

The geometry in XYZ format:
```
46
C17H22N2O4S wB97M-V/def2-TZVPD
C 0.5343 5.1029 0.2407
C -0.6906 4.6849 0.5015
C -1.0559 3.2403 0.6835
O -1.9392 2.7766 -0.3321
C -1.3585 2.6940 -1.6185
C -1.1659 1.2311 -2.0617
N -0.5003 0.4245 -1.0540
C 0.8185 0.6128 -0.8869
N 1.4118 1.5412 -1.5677
S 2.9750 1.7458 -1.0765
O 3.0650 2.9883 -0.3622
O 3.9035 1.5275 -2.1438
C 2.9622 0.3501 0.0535
C 3.9927 -0.1968 0.7756
C 3.7379 -1.3607 1.4910
C 2.4838 -1.9467 1.4323
C 1.4488 -1.3849 0.6957
C 1.6835 -0.1962 0.0122
H 0.5042 -1.9004 0.6575
H 2.3035 -2.8685 1.9652
H 4.5222 -1.8188 2.0740
H 4.9661 0.2666 0.7700
C -1.3698 -0.2569 -0.1230
H -0.8805 -0.3681 0.8444
H -2.2497 0.3727 0.0259
C -1.7876 -1.6558 -0.6182
H -1.1991 -1.9246 -1.5107
O -1.5468 -2.5804 0.4156
C -1.9298 -3.9030 0.0948
C -1.6032 -4.7929 1.2529
C -2.4047 -5.7299 1.7202
H -2.1204 -6.3589 2.5455
H -3.3752 -5.9143 1.2898
H -0.6346 -4.6095 1.6952
H -1.3738 -4.2395 -0.7986
H -3.0036 -3.9429 -0.1398
H -2.8514 -1.6791 -0.8962
H -2.1327 0.7682 -2.2646
H -0.5541 1.2301 -2.9653
H -2.0342 3.1859 -2.3271
H -0.3918 3.2023 -1.6376
H -1.6160 3.1022 1.6139
H -0.1444 2.6295 0.7141
H -1.5230 5.3745 0.5567
H 0.7515 6.1490 0.1009
H 1.3723 4.4274 0.1620
```

---

Entry 8:
Below is 3 unconnected molecules or ions with the total composition C17H22N3O8P at a distorted geometry, with properties calculated with wB97M-V/def2-TZVPD.

Calculated values
SMILES = C=C[C@@](C#N)(c1ccncc1)[C@H](C#N)P(O)O.COC(=O)OC.COC(=O)OC
HOMO = -9.3 eV

The geometry in XYZ format:
```
51
C17H22N3O8P wB97M-V/def2-TZVPD
C 1.8410 1.7273 -0.0633
C 2.7649 1.1258 0.9734
C 3.0954 -0.5078 1.0298
C 2.9719 -0.9839 2.6120
N 2.6820 -1.2541 3.8478
C 1.9919 -1.3797 0.1880
C 0.4786 -1.7874 0.7409
C -0.6565 -2.6117 -0.0808
N -0.3806 -3.0861 -1.4664
C 0.9793 -2.7882 -1.9986
C 2.2392 -1.9842 -1.3530
C 4.5925 -0.8690 0.4651
C 4.8410 -2.4919 0.7813
N 4.8030 -3.8032 0.6615
P 6.0233 0.0828 1.2981
O 5.5139 0.9935 2.6929
O 7.2454 -1.0236 1.8599
H 1.7329 1.2492 -1.1289
H 1.2544 2.7188 0.2458
H 3.2125 1.8898 1.7496
H 0.1985 -1.4436 1.8445
H -1.7205 -2.8226 0.3950
H 1.1772 -3.1895 -3.1079
H 3.2650 -1.8050 -1.9270
H 4.6352 -0.6265 -0.6881
H 5.6593 1.9530 2.4415
H 6.9611 -1.2644 2.7939
C -3.1179 -4.6886 -2.2220
O -3.8820 -4.3525 -1.0656
C -5.2092 -4.1943 -1.2999
O -5.7661 -4.3143 -2.3800
O -5.8095 -3.8795 -0.1245
C -7.2188 -3.6824 -0.2196
H -2.0724 -4.7906 -1.9183
H -3.4499 -5.6446 -2.6396
H -3.1825 -3.8938 -2.9720
H -7.7148 -4.5982 -0.5571
H -7.4475 -2.8472 -0.8895
H -7.5938 -3.4359 0.7775
C -1.5539 6.5292 -2.2343
O -2.1042 6.5583 -0.9187
C -1.2368 6.1897 0.0576
O -0.0749 5.8516 -0.1056
O -1.8862 6.2623 1.2468
C -1.0901 5.8997 2.3732
H -2.3340 6.8418 -2.9338
H -0.7161 7.2289 -2.3178
H -1.2404 5.5144 -2.4993
H -0.2337 6.5742 2.4740
H -0.7580 4.8596 2.2924
H -1.7094 5.9942 3.2694
```